Entry 1
{"formula": "C4H2N2S", "method": "the ωB97M-V functional and the def2-TZVPD basis", "orbital_gap_ev": 8.12, "total_charge": 0, "smiles": "N#CCC(=S)C#N", "symbols": ["C", "C", "C", "C", "N", "N", "S", "H", "H"], "xyz": [[1.4134, -0.5619, 0.7310], [-1.1769, -0.7041, -0.7600], [0.7452, 0.4915, 0.0740], [-0.7570, 0.4271, 0.0390], [1.9824, -1.3969, 1.2744], [-1.4963, -1.5896, -1.4049], [1.6048, 1.6962, -0.6059], [-1.1606, 1.3442, -0.3993], [-1.1550, 0.2934, 1.0516]], "nbo_charge": [0.18, 0.27, -0.19, -0.56, -0.20, -0.27, 0.22, 0.28, 0.27]}

---

Entry 2
{"formula": "C4H2N2S", "method": "the ωB97M-V functional and the def2-TZVPD basis", "orbital_gap_ev": [6.98, 6.98], "total_charge": 0, "symbols": ["C", "C", "C", "C", "N", "N", "S", "H", "H"], "xyz": [[-0.5568, 2.5162, 1.1514], [1.7191, -1.7050, -0.5167], [-0.6370, -1.0187, -0.8258], [-0.2517, 1.4194, 0.4891], [-0.4699, 3.5569, 1.7092], [0.5381, -1.4752, -0.6897], [-1.4216, 0.5041, -0.1722], [2.2864, -2.1181, 0.2543], [-1.2066, -1.6797, -1.3996]], "nbo_charge": [0.10, 0.08, -0.30, -0.38, -0.24, -0.26, 0.57, 0.21, 0.22]}

---

Entry 3
{"formula": "C4H2N2S", "method": "the ωB97M-V functional and the def2-TZVPD basis", "orbital_gap_ev": 9.84, "total_charge": 0, "smiles": "N#C/C=C\\SC#N", "symbols": ["C", "C", "C", "C", "N", "N", "S", "H", "H"], "xyz": [[-0.4587, -0.6352, -0.5472], [-0.6103, 0.6631, -0.4520], [-1.3960, -1.6004, -0.0451], [-3.1430, 0.3349, -0.0260], [-2.1258, -2.3396, 0.4712], [-4.0139, -0.3011, -0.4198], [-1.9507, 1.5353, 0.2344], [0.4589, -0.9829, -1.1217], [0.1262, 1.3357, -0.9049]], "nbo_charge": [-0.33, -0.31, 0.23, 0.01, -0.25, -0.25, 0.39, 0.26, 0.25]}

---

The data favor entry 1; the next most stable structure lies 39.3 kJ/mol above it.

---

Entry 1
{"formula": "C5H4", "method": "the ωB97M-V functional and the def2-TZVPD basis", "orbital_gap_ev": 10.13, "total_charge": 0, "smiles": "C1=CC=1.C#C", "symbols": ["C", "C", "C", "C", "C", "H", "H", "H", "H"], "xyz": [[-1.9829, -0.0611, -0.2703], [-1.6596, 0.2871, 0.7498], [1.2786, 0.3355, -0.4339], [1.3869, -0.8160, 0.1783], [0.9373, 0.3018, 0.9433], [-2.4718, -0.1088, -1.1868], [1.6234, 0.9110, -1.2633], [1.8646, -1.8099, 0.0216], [-0.9764, 0.9603, 1.2614]], "nbo_charge": [-0.26, -0.23, -0.20, -0.19, -0.07, 0.22, 0.23, 0.24, 0.27]}

---

Entry 2
{"formula": "C5H4", "method": "the ωB97M-V functional and the def2-TZVPD basis", "orbital_gap_ev": 8.86, "total_charge": 0, "symbols": ["C", "C", "C", "C", "C", "H", "H", "H", "H"], "xyz": [[1.0876, 0.2523, 0.8370], [0.0200, -1.9546, 0.3363], [0.0775, -0.6525, 0.1524], [-0.9157, -0.1378, -0.7457], [-1.7605, 0.3185, -1.4758], [0.6849, 1.2658, 0.8772], [2.0295, 0.2719, 0.2835], [1.2861, -0.0862, 1.8556], [-2.5094, 0.7225, -2.1206]], "nbo_charge": [-0.60, 0.33, -0.45, -0.04, -0.18, 0.24, 0.23, 0.23, 0.24]}

---

Entry 3
{"formula": "C5H4", "method": "the ωB97M-V functional and the def2-TZVPD basis", "orbital_gap_ev": 10.06, "total_charge": 0, "smiles": "C#CC=C=C", "symbols": ["C", "C", "C", "C", "C", "H", "H", "H", "H"], "xyz": [[2.0630, -0.1664, 0.4350], [0.9300, 0.1041, -0.1329], [-0.2155, 0.5540, -0.5735], [-1.4682, 0.0020, -0.1703], [-2.5412, -0.4716, 0.1007], [2.7217, -0.9784, 0.1035], [2.2050, 0.5450, 1.2506], [-0.2057, 1.3029, -1.3587], [-3.4889, -0.8915, 0.3457]], "nbo_charge": [-0.50, 0.16, -0.39, -0.03, -0.22, 0.24, 0.24, 0.25, 0.24]}

---

The data favor entry 3; the next most stable structure lies 191.8 kJ/mol above it.

---

Entry 1
{"formula": "C5H12NS", "method": "the ωB97M-V functional and the def2-TZVPD basis", "orbital_gap_ev": [4.77, 4.57], "multiplicity": 3, "total_charge": 1, "symbols": ["C", "C", "C", "C", "C", "N", "S", "H", "H", "H", "H", "H", "H", "H", "H", "H", "H", "H", "H"], "xyz": [[-1.3158, 1.7147, 0.6689], [-0.9310, 1.0571, -0.3956], [2.3107, 0.2687, -0.5172], [1.0879, -0.4810, 0.2108], [-0.2892, -0.3443, -0.3406], [-1.0601, -1.1679, 0.8116], [-0.5401, -1.2046, -1.9006], [-1.5423, 2.7897, 0.6069], [-0.8718, 1.6739, 1.5966], [-1.4736, 1.1782, -1.3104], [2.6321, -0.4325, -1.3424], [3.0354, 0.1921, 0.3594], [2.0262, 1.2347, -0.9014], [1.0918, -0.1727, 1.2440], [1.2917, -1.5515, 0.1125], [-2.0065, -1.4560, 0.3615], [-0.4534, -1.9645, 1.0576], [-1.0999, -0.5622, 1.6150], [-1.8923, -0.7718, -1.9366]], "mulliken_spin": [0.43, 0.23, 0.00, -0.01, 0.29, 0.03, 0.90, 0.03, 0.03, 0.00, 0.00, 0.00, 0.00, 0.00, 0.01, -0.04, 0.00, 0.00, 0.11]}

---

Entry 2
{"formula": "C5H12NS", "method": "the ωB97M-V functional and the def2-TZVPD basis", "orbital_gap_ev": [6.02, 6.77], "multiplicity": 3, "total_charge": 1, "symbols": ["C", "C", "C", "C", "C", "N", "S", "H", "H", "H", "H", "H", "H", "H", "H", "H", "H", "H", "H"], "xyz": [[-1.1718, 0.0666, -0.5642], [1.7757, -0.6628, -0.5581], [-1.7547, 1.0852, -0.0435], [1.2445, -1.1988, 0.6676], [-2.7244, 1.0032, 1.0645], [2.6620, 0.3496, -0.4924], [0.1953, 0.1744, -1.6958], [-1.2649, -0.9126, -0.1831], [2.1282, -1.3773, -1.4148], [-1.4312, 2.0997, -0.4762], [0.3502, -1.8444, 0.5016], [1.0107, -0.3369, 1.2538], [2.0717, -1.7453, 1.1385], [-2.1457, 0.9575, 1.9605], [-3.4322, 0.0652, 1.1008], [-3.3632, 1.9143, 1.1208], [2.4610, 0.9913, 0.2270], [3.5388, 0.3225, -1.0732], [-0.1499, -0.9513, -2.5338]], "mulliken_spin": [-0.01, 0.38, 0.20, 0.05, 0.00, 0.52, 0.77, 0.00, 0.00, 0.00, 0.00, 0.01, 0.02, 0.03, 0.01, 0.00, 0.00, 0.00, 0.02]}

---

The data favor entry 2; the next most stable structure lies 128.6 kJ/mol above it.

---

Entry 1
{"formula": "H24NeO12", "method": "the ωB97M-V functional and the def2-TZVPD basis", "orbital_gap_ev": 8.72, "total_charge": 0, "symbols": ["Ne", "O", "H", "H", "O", "H", "H", "O", "H", "H", "O", "H", "H", "O", "H", "H", "O", "H", "H", "O", "H", "H", "O", "H", "H", "O", "H", "H", "O", "H", "H", "O", "H", "H", "O", "H", "H"], "xyz": [[-0.0403, -0.0944, 0.4757], [3.1075, -0.1239, 0.5168], [2.5766, -0.6869, 1.0803], [3.8303, 0.1617, 1.0756], [-1.1653, -2.9969, 0.2009], [-1.3314, -2.4724, 0.9842], [-1.7811, -3.7269, 0.2658], [-2.1751, -2.0026, -2.1682], [-2.6470, -2.8191, -2.3323], [-1.8997, -2.0642, -1.2536], [0.5348, 2.0726, -2.0869], [0.2354, 1.2963, -2.5603], [0.0192, 2.0756, -1.2805], [1.4895, -2.8302, -0.9668], [0.6455, -2.7674, -0.5196], [1.2649, -2.8975, -1.8948], [-0.3141, -0.1806, -3.7084], [-1.0067, 0.0984, -4.3072], [-0.7271, -0.8446, -3.1564], [-3.3086, 1.9374, -0.0851], [-3.5639, 2.5277, -0.7941], [-2.4012, 2.1729, 0.1081], [3.0981, 1.1296, -2.0138], [2.3170, 1.6779, -1.9389], [3.2493, 0.8046, -1.1263], [-0.6580, 2.7827, 0.3918], [-0.5930, 3.7135, 0.1780], [0.0431, 2.6327, 1.0260], [-1.5949, -1.4640, 2.4832], [-2.3772, -0.9127, 2.4671], [-1.5139, -1.7390, 3.3965], [1.3060, -0.5361, 2.8902], [1.3354, 0.3674, 2.5755], [0.3823, -0.7805, 2.8321], [1.1189, 2.2908, 2.7271], [0.5422, 2.0196, 3.4414], [2.0029, 2.1785, 3.0766]], "nbo_charge": [0.00, -0.95, 0.50, 0.46, -0.98, 0.50, 0.48, -0.97, 0.47, 0.49, -0.99, 0.50, 0.48, -0.95, 0.48, 0.47, -0.96, 0.47, 0.50, -0.97, 0.46, 0.49, -0.99, 0.48, 0.48, -0.98, 0.49, 0.51, -0.96, 0.50, 0.49, -0.97, 0.48, 0.48, -0.95, 0.48, 0.49]}

---

Entry 2
{"formula": "H24NeO12", "method": "the ωB97M-V functional and the def2-TZVPD basis", "orbital_gap_ev": 9.43, "total_charge": 0, "symbols": ["Ne", "O", "H", "H", "O", "H", "H", "O", "H", "H", "O", "H", "H", "O", "H", "H", "O", "H", "H", "O", "H", "H", "O", "H", "H", "O", "H", "H", "O", "H", "H", "O", "H", "H", "O", "H", "H"], "xyz": [[0.2099, -0.2124, 0.5511], [-1.0130, 0.6986, 3.9749], [-0.0655, 0.7841, 3.8689], [-1.2054, -0.1977, 3.6993], [-0.0392, 3.8223, 0.2589], [0.6149, 4.4231, 0.6160], [0.4366, 3.3109, -0.3955], [0.5006, 0.4906, -3.9113], [-0.4496, 0.3829, -3.9526], [0.6439, 1.0736, -3.1658], [2.8128, -1.7639, 0.3906], [2.5317, -1.8722, 1.2991], [3.7157, -2.0818, 0.3792], [0.9964, -2.5594, -1.7547], [1.5542, -2.1723, -1.0800], [1.4448, -2.3644, -2.5776], [-1.0962, 3.2343, 2.7365], [-0.6779, 3.1354, 1.8812], [-0.9796, 2.3840, 3.1604], [1.1428, 2.7427, -1.9124], [0.4711, 3.2174, -2.4020], [1.9642, 3.1687, -2.1572], [-2.1725, -2.1665, 3.3102], [-2.1501, -2.3955, 2.3810], [-1.6704, -2.8588, 3.7401], [3.9887, 0.7303, 0.4961], [3.3671, 0.0030, 0.5267], [4.3750, 0.6792, -0.3782], [-2.3871, 0.9213, -2.6134], [-2.1966, 0.0254, -2.3353], [-3.0593, 1.2242, -2.0030], [-2.3057, -3.2454, 0.6265], [-3.1007, -3.5743, 0.2070], [-1.8802, -4.0265, 0.9801], [-1.6541, -1.4841, -1.7612], [-0.7294, -1.7290, -1.7975], [-1.9379, -1.7476, -0.8859]], "nbo_charge": [0.00, -0.95, 0.46, 0.50, -0.97, 0.47, 0.49, -0.97, 0.48, 0.48, -0.95, 0.49, 0.49, -0.97, 0.49, 0.48, -0.98, 0.48, 0.47, -0.95, 0.49, 0.49, -0.96, 0.49, 0.46, -0.96, 0.48, 0.46, -0.99, 0.49, 0.47, -0.96, 0.49, 0.48, -0.98, 0.51, 0.49]}

---

The data favor entry 1; the next most stable structure lies 15.3 kJ/mol above it.

---

Entry 1
{"formula": "C4H8NOS", "method": "the ωB97M-V functional and the def2-TZVPD basis", "orbital_gap_ev": 8.57, "total_charge": 1, "symbols": ["C", "C", "C", "C", "N", "O", "S", "H", "H", "H", "H", "H", "H", "H", "H"], "xyz": [[0.4826, 1.1243, -1.2677], [0.0974, 0.0683, -2.0198], [-0.4667, -0.2355, 0.6800], [0.6103, -1.1591, 1.1150], [-0.0167, 1.1234, 0.2051], [-1.5483, -0.0276, 1.4175], [-1.0114, -1.0768, -1.3871], [1.2034, 1.8313, -1.4876], [0.3817, -0.1761, -3.0222], [1.3390, -0.6096, 1.7731], [1.0691, -1.4579, 0.1257], [0.3684, -2.0713, 1.5790], [0.5520, 1.6870, 0.8375], [-0.8659, 1.6563, 0.0479], [-2.1951, -0.6767, 1.4037]], "nbo_charge": [-0.13, -0.34, 0.54, -0.72, -0.58, -0.68, 0.17, 0.24, 0.28, 0.24, 0.27, 0.28, 0.45, 0.46, 0.52]}

---

Entry 2
{"formula": "C4H8NOS", "method": "the ωB97M-V functional and the def2-TZVPD basis", "orbital_gap_ev": [7.96, 6.93], "total_charge": 1, "symbols": ["C", "C", "C", "C", "N", "O", "S", "H", "H", "H", "H", "H", "H", "H", "H"], "xyz": [[-0.7401, 1.3189, -2.3340], [0.0513, 0.3328, -1.7371], [-1.4795, -0.3687, 1.1119], [0.8308, 0.2011, -0.5453], [1.6091, -0.9633, -0.4948], [-0.0498, -0.6545, -2.7096], [-1.0581, 0.2700, -3.7507], [-1.1627, 2.3689, -2.2316], [-1.6039, -1.4735, 0.9915], [-1.3229, 0.1749, 2.0129], [-1.8775, 0.2742, 0.2318], [1.0380, 1.0544, -0.0511], [1.3452, -1.5350, -1.3730], [1.5905, -1.4361, 0.4037], [2.6055, -0.9012, -0.7108]], "nbo_charge": [-0.39, 0.20, -0.51, -0.10, -0.70, -0.64, 0.69, 0.28, 0.19, 0.19, 0.18, 0.24, 0.48, 0.46, 0.44]}

---

Entry 3
{"formula": "C4H8NOS", "method": "the ωB97M-V functional and the def2-TZVPD basis", "orbital_gap_ev": 9.76, "total_charge": 1, "smiles": "C[C@@]1(O)[NH2+]C=CS1", "symbols": ["C", "C", "C", "C", "N", "O", "S", "H", "H", "H", "H", "H", "H", "H", "H"], "xyz": [[1.3359, -1.4120, 0.1528], [2.2379, -0.4818, -0.1195], [-0.0305, 0.6658, 0.3485], [-0.9167, 0.8858, -0.8977], [0.0744, -0.8829, 0.6683], [-0.4849, 1.3026, 1.4637], [1.7505, 1.1859, -0.0545], [1.3534, -2.6007, 0.2084], [3.2120, -0.6605, -0.5217], [-0.8854, 2.0310, -0.9524], [-2.0347, 0.5311, -0.6042], [-0.5685, 0.3143, -1.8317], [-0.8128, -1.4272, 0.2755], [0.0073, -0.8449, 1.7881], [-0.9340, 2.2247, 1.4127]], "nbo_charge": [-0.13, -0.32, 0.35, -0.69, -0.59, -0.74, 0.33, 0.27, 0.28, 0.25, 0.24, 0.26, 0.47, 0.47, 0.54]}

---

The data favor entry 3; the next most stable structure lies 45.0 kJ/mol above it.

---

Entry 1
{"formula": "C2H2Cl2O2", "method": "the ωB97M-V functional and the def2-TZVPD basis", "orbital_gap_ev": 11.58, "total_charge": 0, "smiles": "O=C(Cl)OCCl", "symbols": ["C", "C", "O", "O", "Cl", "Cl", "H", "H"], "xyz": [[2.3710, 0.0981, -0.8394], [0.0575, 0.4196, 0.2017], [2.6265, -0.9148, -0.2714], [1.0481, 0.9020, -0.7164], [3.4221, 0.9921, -1.7867], [0.5215, 0.7542, 1.8941], [-0.7442, 0.9691, -0.1464], [-0.2375, -0.6358, 0.3453]], "nbo_charge": [0.70, -0.07, -0.50, -0.54, 0.07, -0.08, 0.20, 0.21]}

---

Entry 2
{"formula": "C2H2Cl2O2", "method": "the ωB97M-V functional and the def2-TZVPD basis", "orbital_gap_ev": 7.09, "total_charge": 0, "symbols": ["C", "C", "O", "O", "Cl", "Cl", "H", "H"], "xyz": [[-0.8168, 1.2773, -0.1244], [0.9114, -1.1538, -0.0495], [0.0378, 1.5255, -0.9728], [-0.7641, 0.3350, 0.6888], [1.6313, -1.2819, 1.4091], [-0.1827, -2.4082, -0.4253], [-1.8212, 1.9834, 0.0669], [1.0043, -0.2772, -0.5927]], "nbo_charge": [0.65, -0.04, -0.71, -0.66, 0.23, 0.17, 0.08, 0.28]}

---

Entry 3
{"formula": "C2H2Cl2O2", "method": "the ωB97M-V functional and the def2-TZVPD basis", "orbital_gap_ev": 11.83, "total_charge": 0, "smiles": "O=COC(Cl)Cl", "symbols": ["C", "C", "O", "O", "Cl", "Cl", "H", "H"], "xyz": [[0.4388, -0.0572, -0.8313], [-1.1145, 0.5766, 1.0971], [1.3710, -0.0564, -0.0718], [-0.8249, 0.2320, -0.4315], [-1.8186, 2.0892, 1.1808], [-2.2811, -0.6645, 1.6898], [0.3141, -0.3640, -1.8695], [-0.0327, 0.4061, 1.5300]], "nbo_charge": [0.65, -0.05, -0.58, -0.54, 0.10, 0.00, 0.15, 0.28]}

---

The data favor entry 1; the next most stable structure lies 11.8 kJ/mol above it.